A | {"formula": "C6H11NO2", "method": "the ωB97M-V functional and the def2-TZVPD basis", "e_homo_ev": -8.954, "smiles": "C/C=C/C(=O)NO.C=C", "spin_multiplicity": 1, "gap_ev": 9.18, "lumo_energy_ev": 0.23, "elements": ["C", "C", "C", "N", "C", "C", "C", "O", "O", "H", "H", "H", "H", "H", "H", "H", "H", "H", "H", "H"], "positions_angstrom": [[0.47186, 0.11035, -0.86528], [1.10892, 0.18702, 0.33996], [0.91697, -0.85175, -1.91914], [-0.11610, 2.07988, 1.19330], [0.93640, 1.22337, 1.35449], [-1.48282, -0.97666, 0.19252], [-1.64257, -2.13932, -0.44238], [-0.21254, 3.10749, 2.14029], [1.58889, 1.28301, 2.39270], [0.49018, 2.85589, 2.78162], [-0.48645, 2.36756, 0.30314], [-0.02544, 0.98685, -1.26653], [-0.98119, -0.96460, 1.16984], [1.80391, -0.58904, 0.62733], [-2.14225, -0.12819, 0.05742], [0.05034, -1.24190, -2.44819], [1.44763, -1.69455, -1.48648], [1.54917, -0.35103, -2.64920], [-1.29882, -3.06406, -0.00848], [-1.97608, -2.20032, -1.46695]], "mulliken_charge": [0.183, -0.261, -1.290, 0.012, 0.330, -0.439, -0.617, -0.457, -0.730, 0.372, 0.214, 0.294, 0.205, 0.304, 0.301, 0.288, 0.322, 0.378, 0.262, 0.329]}

B | {"formula": "C6H11NO2", "method": "the ωB97M-V functional and the def2-TZVPD basis", "e_homo_ev": -9.537, "smiles": "C=C[C@@H](N)CCC(=O)O", "spin_multiplicity": 1, "gap_ev": 10.24, "lumo_energy_ev": 0.70, "elements": ["C", "C", "C", "N", "H", "H", "C", "H", "H", "C", "C", "O", "O", "H", "H", "H", "H", "H", "H", "H"], "positions_angstrom": [[1.54046, 2.40239, 0.08442], [1.99124, 1.18403, 0.31287], [1.22594, -0.11117, 0.22980], [1.47574, -0.82554, 1.47396], [1.09244, -1.76258, 1.44233], [1.04917, -0.33314, 2.25162], [-0.26353, 0.08875, -0.10617], [-0.74305, 0.65865, 0.69343], [-0.33996, 0.65692, -1.03427], [-1.00119, -1.24567, -0.28543], [-2.43498, -0.95631, -0.64262], [-3.32865, -0.77922, 0.14040], [-2.61301, -0.87710, -1.96788], [-3.53451, -0.65526, -2.17539], [-0.98905, -1.81566, 0.64464], [-0.53831, -1.82190, -1.08690], [1.68276, -0.71427, -0.56856], [3.01604, 1.03544, 0.62522], [2.18380, 3.26012, 0.18572], [0.52865, 2.61154, -0.21719]], "mulliken_charge": [-0.760, -0.464, 0.441, -0.689, 0.256, 0.266, -0.926, 0.409, 0.453, -0.514, 0.368, -0.562, -0.452, 0.334, 0.349, 0.339, 0.313, 0.333, 0.258, 0.248]}

The winner here is B, beating the second structure by 3.487 eV.